Here is a molecular structure, C60H82F2N3O32S8 from the Open Molecules 2025 dataset. Energies are from wB97M-V/def2-TZVPD.

Properties
HOMO energy	-10.98	eV
F_max	3.8	eV Å⁻¹
charge	+1
LUMO energy	-4.1	eV
multiplicity	1

```
187
Properties=species:S:1:pos:R:3:forces:R:3
C -5.689 -3.368 5.708 0.95 0.59 0.02
N -5.072 -3.139 4.422 1.15 -0.48 -2.39
C -4.925 -1.931 3.804 -0.53 -1.07 1.18
C -4.413 -1.798 2.532 0.35 -0.12 0.34
C -3.911 -2.970 1.906 -1.48 0.75 -0.76
C -4.060 -4.185 2.561 0.39 -0.66 -0.16
C -4.576 -4.254 3.839 -0.21 0.63 -0.12
C -3.490 -2.959 0.461 1.58 0.30 0.35
C -2.540 -2.007 0.023 -1.37 0.21 0.96
C -2.305 -1.883 -1.323 -0.04 -1.21 -0.70
N -2.835 -2.804 -2.195 1.06 0.26 0.54
C -3.523 -3.872 -1.758 0.48 1.29 0.53
C -3.870 -3.950 -0.438 -0.44 0.35 0.04
C -2.342 -2.868 -3.600 -0.28 -0.76 1.28
H -5.988 -2.415 6.071 -0.24 0.61 0.75
H -4.882 -3.813 6.288 -0.49 -0.02 0.57
H -6.549 -3.984 5.561 -0.45 -0.55 0.16
H -5.258 -1.154 4.472 -0.13 0.59 -0.52
H -4.470 -0.782 2.110 0.42 -0.78 -0.18
H -3.748 -5.081 2.011 -0.03 0.26 0.66
H -4.621 -5.123 4.493 0.00 -0.06 -0.68
H -2.120 -1.307 0.763 -0.06 -0.26 -0.72
H -1.619 -1.140 -1.714 -0.26 -0.02 -0.11
H -3.775 -4.637 -2.458 -0.10 -0.20 -0.49
H -4.524 -4.756 -0.208 -0.38 -0.47 0.60
H -1.708 -3.767 -3.626 -0.37 0.57 -0.43
H -1.835 -1.972 -3.813 0.88 0.81 -0.10
H -3.210 -2.859 -4.224 -0.40 -0.49 -0.58
N 0.153 2.069 0.792 1.24 0.25 1.00
S 0.334 1.462 -0.623 -0.77 1.95 -0.92
O 0.654 2.408 -1.620 -0.35 0.82 -0.62
O -0.604 0.456 -0.929 -1.45 -1.33 -0.35
F 1.619 0.737 -0.411 2.44 -1.51 0.82
S -1.146 2.576 1.382 -0.56 -1.55 0.64
O -2.027 3.174 0.467 -1.35 0.62 -1.12
O -1.031 3.151 2.677 0.46 -0.10 0.34
F -1.850 1.082 1.695 -0.23 1.01 -0.07
C 0.477 5.484 -1.621 0.02 0.38 -0.11
C -0.547 5.664 -0.795 -0.75 -0.55 -0.76
C -1.956 5.552 -1.287 -0.75 1.13 0.29
O -2.869 5.987 -0.598 0.42 -0.48 -0.50
C -2.206 5.120 -2.708 3.41 -0.21 1.04
C -1.121 4.834 -3.454 0.11 0.67 0.14
C 0.317 5.121 -3.063 1.13 0.62 0.42
O 1.306 5.194 -3.817 -2.61 -0.62 0.96
H 1.444 5.726 -1.218 0.43 -0.34 -0.40
H -0.395 5.942 0.239 -0.16 0.03 -0.03
H -3.152 5.087 -3.151 -1.49 -0.12 -0.16
H -1.303 4.550 -4.453 0.12 -0.28 -1.17
C -3.398 5.897 2.861 0.15 -0.05 -0.62
C -4.185 5.251 1.980 0.53 -0.72 0.47
C -4.786 3.883 2.364 1.46 3.38 0.78
O -5.518 3.324 1.620 -1.21 -1.60 -1.27
C -4.512 3.428 3.744 0.57 0.16 0.26
C -3.683 4.085 4.584 -0.62 -1.57 -0.30
C -2.994 5.336 4.189 -0.51 0.99 -0.35
O -2.221 5.958 4.905 -0.56 -0.86 -0.37
H -2.932 6.860 2.610 -0.22 -0.43 0.09
H -4.325 5.609 0.945 -0.16 -0.21 0.85
H -5.042 2.503 3.976 0.28 0.19 0.34
H -3.502 3.605 5.544 0.18 0.57 0.03
C 0.200 2.062 -4.962 -0.52 0.25 0.80
C -0.949 1.741 -4.343 0.50 0.62 0.41
C -1.620 0.528 -4.760 -0.34 -1.45 -0.51
O -2.687 0.169 -4.292 -0.34 0.22 0.46
C -1.018 -0.367 -5.806 -0.35 1.10 -0.67
C 0.023 0.062 -6.531 -1.00 -1.47 1.59
C 0.753 1.215 -6.026 0.21 0.28 -0.98
O 1.812 1.482 -6.545 0.95 0.44 0.04
H 0.820 2.927 -4.747 -0.21 0.00 0.22
H -1.441 2.259 -3.493 0.67 -0.17 -0.79
H -1.636 -1.218 -6.078 0.27 -0.10 0.13
H 0.452 -0.579 -7.272 0.27 0.19 -0.60
C -4.997 1.227 -0.986 1.29 -1.18 1.72
C -4.953 2.163 -1.892 -1.10 0.40 -2.05
C -5.443 1.822 -3.285 0.94 0.34 -0.27
O -5.397 2.650 -4.172 -0.17 -0.03 0.30
C -5.909 0.427 -3.651 -0.68 1.87 1.01
C -5.908 -0.500 -2.710 0.93 0.10 1.28
C -5.389 -0.162 -1.336 -0.42 -0.70 1.33
O -5.388 -1.021 -0.434 0.00 0.89 -1.48
H -4.559 1.403 0.024 -0.73 -0.28 -0.75
H -4.683 3.189 -1.701 0.22 0.09 -0.02
H -6.461 0.512 -4.572 0.29 -0.90 -0.49
H -6.225 -1.518 -2.746 -0.46 -0.51 -0.49
C 4.275 5.094 1.036 1.20 -2.34 1.82
C 5.434 4.521 1.461 -1.19 0.87 -1.20
C 5.388 3.274 2.230 2.32 -0.29 1.14
O 6.467 2.841 2.662 -1.47 -0.05 -0.53
C 4.110 2.623 2.587 0.84 -0.64 0.37
C 2.984 3.147 2.157 -1.48 -0.18 -0.19
C 2.984 4.332 1.294 0.26 1.92 -1.88
O 1.997 4.690 0.648 0.58 -0.53 1.30
H 4.272 6.036 0.556 -0.36 0.67 -0.62
H 6.448 4.898 1.228 -0.83 -0.13 0.32
H 4.186 1.714 3.207 -0.09 0.51 -0.38
H 1.990 2.710 2.307 0.48 0.17 0.12
O 5.325 -2.896 0.783 -0.89 0.37 0.36
S 4.780 -1.700 1.398 0.78 -0.72 0.29
O 3.690 -1.805 2.365 1.47 0.42 -1.22
O 6.026 -1.034 2.170 -0.91 0.65 -0.46
C 7.169 -0.569 1.357 0.82 0.12 0.46
C 8.358 -0.342 2.361 -1.11 -1.03 0.02
C 4.384 -0.587 0.057 -1.09 1.11 -0.18
H 6.910 0.389 0.836 0.11 -0.85 0.53
H 7.359 -1.370 0.633 0.19 0.28 0.05
H 8.567 -1.241 2.968 -0.42 0.13 -0.42
H 8.036 0.415 3.065 0.19 0.39 -0.02
H 9.320 -0.109 1.912 -0.28 0.39 -0.43
H 3.300 -0.623 -0.225 0.94 -0.10 0.88
H 4.876 -0.837 -0.875 0.62 -0.36 0.22
H 4.660 0.455 0.326 -0.37 -0.63 -0.03
O 2.111 7.721 5.292 -0.52 -0.99 -0.74
S 2.078 6.577 4.405 0.72 -0.59 0.83
O 3.345 6.142 3.839 -1.50 0.44 -0.15
O 1.548 5.257 5.150 -0.14 0.87 0.51
C 0.518 5.274 6.272 1.50 2.73 -1.13
C 0.414 3.858 6.554 -1.09 -0.89 -0.65
C 0.760 6.784 3.187 0.21 -0.69 0.76
H -0.381 5.691 5.823 0.07 0.11 0.46
H 0.905 5.921 7.111 -0.30 -0.70 -0.97
H -0.190 3.426 5.733 0.52 -0.30 0.41
H -0.102 3.726 7.473 -0.43 -0.40 0.92
H 1.409 3.473 6.594 0.50 -0.72 0.13
H 0.755 5.944 2.500 0.33 -0.35 0.06
H 1.068 7.654 2.608 -0.77 0.37 0.30
H -0.207 6.704 3.767 1.02 0.96 -0.76
O -0.526 -4.554 -5.471 -0.29 0.19 -0.60
S -0.473 -5.872 -4.941 0.80 0.05 1.81
O -1.038 -6.088 -3.632 -0.97 -0.29 -0.24
O -1.101 -6.836 -6.009 0.12 1.50 -0.13
C -0.927 -8.222 -5.877 0.17 -1.52 -0.29
C -1.919 -8.935 -6.797 0.37 0.48 -0.01
C 1.206 -6.351 -4.725 -0.60 0.80 -1.24
H -1.063 -8.533 -4.839 -0.39 0.09 0.07
H 0.130 -8.504 -6.091 -0.70 0.26 -0.38
H -2.953 -8.842 -6.539 -0.52 -0.10 1.17
H -1.596 -9.951 -6.759 -0.21 -0.93 -0.29
H -2.023 -8.600 -7.827 1.16 0.21 -0.21
H 1.636 -6.005 -5.638 0.89 0.21 -0.56
H 1.296 -7.405 -4.690 0.16 -0.97 0.50
H 1.586 -5.805 -3.875 0.06 -0.02 0.35
O -2.428 -3.199 5.155 0.04 -0.09 -0.04
S -1.236 -2.664 4.538 -0.30 -0.41 2.56
O -1.106 -2.765 3.145 0.32 -0.24 -2.26
O -1.175 -1.194 5.005 0.43 1.08 -0.22
C -0.802 -0.087 4.064 -1.36 -0.45 -0.25
C 0.594 0.366 4.112 1.29 -0.51 0.54
C 0.115 -3.399 5.435 -1.12 -0.03 0.03
H -1.471 0.729 4.387 0.11 -0.49 -0.42
H -1.023 -0.439 3.035 -0.18 0.26 0.93
H 0.899 0.824 5.046 -0.26 0.19 0.30
H 0.577 1.151 3.355 0.71 -0.11 -0.21
H 1.335 -0.453 3.954 -0.51 0.67 -0.55
H -0.007 -2.902 6.412 0.74 -0.14 -0.37
H 1.057 -3.249 4.886 -0.32 -0.15 0.57
H -0.230 -4.438 5.593 0.71 0.33 -0.36
O 3.491 1.872 -2.596 -0.83 0.17 1.02
S 4.646 2.597 -3.021 -1.61 -1.23 -0.84
O 5.509 3.274 -2.135 0.39 0.66 0.80
O 5.508 1.532 -3.706 2.22 -1.85 -2.10
C 4.922 0.491 -4.653 -0.99 1.46 1.51
C 5.856 -0.565 -5.082 0.78 -0.55 -1.05
C 4.135 3.638 -4.306 1.80 0.09 -2.46
H 4.467 1.055 -5.477 -0.08 -0.32 0.30
H 4.231 -0.014 -3.986 -0.84 0.32 -0.41
H 5.278 -1.251 -5.761 0.38 0.63 0.67
H 6.142 -1.150 -4.200 0.47 0.11 -0.41
H 6.697 -0.186 -5.698 -0.21 -0.33 0.68
H 5.037 4.217 -4.652 -0.88 -0.63 0.21
H 3.440 4.313 -3.952 -1.41 1.52 1.17
H 3.610 3.164 -5.179 0.78 -0.16 0.95
O -0.508 -4.120 -1.098 -0.27 0.15 0.05
S 0.561 -4.962 -0.665 3.00 0.29 -2.08
O 1.805 -5.055 -1.416 -1.08 0.32 -0.31
O 0.983 -4.525 0.729 -0.33 0.05 1.69
C 2.369 -4.480 1.247 0.69 1.64 -1.26
C 2.819 -5.682 1.949 -0.50 -1.17 -0.89
C -0.009 -6.569 -0.599 -1.42 -0.81 -0.35
H 2.293 -3.661 1.930 0.03 0.57 0.24
H 3.116 -4.190 0.463 -1.19 -0.27 0.32
H 3.867 -5.567 2.105 0.86 0.14 0.36
H 2.727 -6.537 1.250 -0.16 0.01 0.80
H 2.309 -5.757 2.896 -0.19 -0.70 0.25
H 0.718 -7.236 -0.190 0.61 -0.33 0.01
H -0.340 -6.824 -1.627 0.44 0.11 0.59
H -0.881 -6.590 0.026 -0.58 -0.07 0.42
```
Positions in Å, forces in eV/Å.

Here is a gas-phase ion, C6H10N (charge +1) from the Open Molecules 2025 dataset. Energies are from wB97M-V/def2-TZVPD.

Properties
structure (SMILES)	CC1=CC/C1=C\[NH3+]
energy relative to the best compared isomer or geometry (same formula, charge and spin)	1.825	eV
HOMO energy	-13.22	eV
F_max	5.1	eV Å⁻¹
charge	+1
LUMO energy	-3.6	eV
multiplicity	1

```
17
Properties=species:S:1:pos:R:3:forces:R:3
C 2.303 -1.166 -0.083 3.41 -0.94 3.73
C 1.422 -0.014 0.067 -3.42 -0.01 -0.94
C 1.408 1.339 -0.021 -1.58 -2.88 1.59
C -0.075 1.504 0.230 -0.20 -0.25 -2.88
C -0.163 0.003 0.076 0.92 -1.89 0.32
C -1.230 -0.833 0.021 0.67 0.35 -0.61
N -2.575 -0.175 -0.163 1.63 2.92 0.12
H 2.334 -1.714 -0.981 -0.24 -0.03 -1.57
H 2.185 -2.037 0.691 -0.43 1.85 -0.99
H 3.395 -0.832 0.191 -1.85 -0.52 -0.88
H 2.150 2.029 -0.069 2.08 1.93 -0.30
H -0.455 1.737 1.175 -0.16 1.08 1.58
H -0.560 2.073 -0.579 -0.20 0.07 0.38
H -1.422 -1.936 0.031 1.06 1.19 -0.08
H -3.188 -0.732 -0.676 -1.31 -1.39 -1.21
H -2.558 0.785 -0.654 0.30 -1.73 0.92
H -2.971 -0.034 0.744 -0.68 0.26 0.82
```
Positions in Å, forces in eV/Å.

Here is a molecular structure, C4H4N2O from the Open Molecules 2025 dataset. Energies are from wB97M-V/def2-TZVPD.

Properties
energy relative to the best compared isomer or geometry (same formula, charge and spin)	3.968	eV
HOMO energy	-9.20	eV
F_max	8.2	eV Å⁻¹
charge	0
LUMO energy	-0.9	eV
multiplicity	1

```
11
Properties=species:S:1:pos:R:3:forces:R:3
C 0.213 0.165 -0.942 1.94 1.96 -3.16
C -0.171 -1.339 -0.581 1.14 2.52 0.70
C -0.377 -1.203 0.826 -1.76 -1.85 -5.09
C 0.040 0.955 0.294 2.10 4.88 0.00
H 0.854 1.972 -1.758 -0.37 -3.18 0.42
H -0.193 -2.099 -1.439 0.02 0.86 2.21
H -0.912 -1.840 1.515 0.65 -0.81 -0.13
H -0.189 0.246 2.453 -1.58 0.00 -5.22
N 0.778 0.875 -1.955 -2.02 -1.68 2.17
N -0.534 0.106 1.180 2.21 2.10 7.64
O 0.490 2.162 0.407 -2.34 -4.82 0.46
```
Positions in Å, forces in eV/Å.

Here is C26H40F3N2O4PSSi in the gas phase from the Open Molecules 2025 dataset. Energies are from wB97M-V/def2-TZVPD.

Properties
structure (SMILES)	CCCO[C@]1(CCCCCCCC[Si](C)(C)c2ccccc2)OC(=O)[C@@H]([PH2]=N)[C@]1(COC(F)(F)F)N=C=S
HOMO energy	-8.82	eV
F_max	2.7	eV Å⁻¹
charge	0
LUMO energy	-0.1	eV
multiplicity	1

```
78
Properties=species:S:1:pos:R:3:forces:R:3
C 1.657 2.109 -2.654 0.00 0.06 -0.37
C 1.415 0.645 -3.015 -0.08 0.65 0.24
C 2.192 -0.333 -2.172 -0.54 -0.63 -0.32
O 1.903 -0.081 -0.798 0.61 -0.17 -0.29
C 2.757 -0.605 0.182 -0.28 0.07 0.42
C 3.344 -1.982 -0.051 0.00 -0.27 0.45
C 2.431 -3.182 0.236 0.05 -0.28 -0.49
C 1.344 -3.468 -0.803 -0.15 0.12 0.66
C 0.077 -2.612 -0.672 -0.12 -0.46 -0.28
C -1.108 -3.344 -0.026 0.11 0.87 -0.33
C -2.373 -2.493 -0.213 0.31 -0.08 0.14
C -2.532 -1.469 0.902 -0.45 -0.34 0.32
C -3.889 -0.764 0.928 0.49 0.62 -0.78
Si -4.295 0.194 -0.668 0.05 -0.27 0.27
C -2.716 0.854 -1.458 -0.07 -0.11 0.05
C -5.157 -1.015 -1.827 0.14 0.19 0.14
C -5.449 1.589 -0.141 0.14 -0.48 -0.45
C -4.953 2.862 0.159 -1.02 0.13 0.22
C -5.830 3.862 0.593 0.08 -0.47 -0.06
C -7.193 3.591 0.733 0.48 -0.16 -0.18
C -7.687 2.328 0.418 0.34 -0.15 0.03
C -6.821 1.321 -0.018 0.13 1.06 0.29
O 1.922 -0.668 1.350 -0.50 -0.38 -0.38
C 1.427 0.636 1.426 2.02 0.10 -0.38
O 0.304 0.926 1.478 -1.75 0.25 0.35
C 2.691 1.477 1.381 0.63 -0.50 1.07
P 2.981 1.839 3.203 -1.49 0.44 0.84
N 1.655 2.296 3.898 0.49 0.04 -0.14
C 3.720 0.545 0.621 -0.88 2.58 0.33
C 4.864 0.141 1.518 0.72 -1.00 -0.78
O 5.668 1.278 1.835 -0.46 0.09 0.15
C 6.981 1.027 1.998 -0.11 0.46 0.25
F 7.527 2.073 2.602 0.03 0.14 0.04
F 7.198 -0.053 2.752 0.08 -0.36 0.15
F 7.605 0.846 0.839 0.15 -0.20 -0.32
N 4.214 1.390 -0.506 0.45 -1.14 0.17
C 5.080 0.961 -1.228 -0.17 -0.03 -0.02
S 6.146 0.340 -2.179 0.25 0.10 -0.29
H 1.344 2.761 -3.466 -0.13 0.01 -0.14
H 1.087 2.414 -1.783 0.12 -0.05 0.29
H 2.714 2.301 -2.505 0.13 0.07 0.21
H 1.670 0.497 -4.062 0.05 -0.25 -0.10
H 0.355 0.431 -2.894 -0.14 -0.11 -0.10
H 3.254 -0.347 -2.408 0.15 0.33 0.18
H 1.808 -1.325 -2.416 0.13 -0.21 0.03
H 4.185 -2.071 0.633 0.12 -0.07 0.03
H 3.757 -2.100 -1.049 0.05 0.29 -0.19
H 3.092 -4.049 0.245 0.16 -0.07 0.04
H 1.996 -3.139 1.229 -0.07 0.23 0.16
H 1.043 -4.505 -0.657 0.02 -0.20 -0.13
H 1.767 -3.411 -1.805 0.07 0.04 -0.11
H -0.225 -2.300 -1.671 -0.10 0.14 -0.12
H 0.243 -1.717 -0.086 0.18 0.21 -0.08
H -1.233 -4.335 -0.454 0.04 -0.19 0.04
H -0.886 -3.395 1.038 -0.10 -0.53 0.19
H -3.269 -3.111 -0.271 -0.09 -0.12 0.10
H -2.275 -1.994 -1.176 -0.21 0.10 -0.16
H -2.400 -2.010 1.842 0.01 0.00 0.17
H -1.747 -0.718 0.892 0.23 0.03 -0.17
H -4.717 -1.447 1.110 -0.05 -0.11 0.24
H -3.850 -0.003 1.706 -0.26 -0.04 0.28
H -2.829 1.839 -1.903 -0.05 0.14 0.02
H -2.387 0.183 -2.250 -0.03 -0.12 -0.12
H -1.905 0.882 -0.732 0.09 0.17 0.12
H -5.678 -0.550 -2.660 -0.12 0.08 -0.05
H -5.852 -1.620 -1.248 -0.24 -0.03 -0.03
H -4.422 -1.706 -2.237 0.12 -0.06 -0.07
H -3.901 3.084 0.074 0.16 -0.02 -0.06
H -5.432 4.838 0.833 -0.08 0.12 0.04
H -7.854 4.365 1.088 -0.13 0.07 0.01
H -8.740 2.120 0.534 -0.12 -0.01 -0.02
H -7.222 0.347 -0.252 0.00 -0.16 -0.06
H 2.595 2.477 0.977 -0.24 -0.05 -0.46
H 3.959 2.845 3.258 0.32 -0.34 -0.38
H 3.472 0.675 3.823 0.59 0.06 -0.37
H 1.384 1.682 4.653 -0.24 0.04 -0.01
H 4.521 -0.344 2.423 -0.20 -0.01 0.16
H 5.472 -0.604 1.001 0.19 0.12 -0.13
```
Positions in Å, forces in eV/Å.

Here is C3H3NO in the gas phase from the Open Molecules 2025 dataset. Energies are from wB97M-V/def2-TZVPD.

Properties
structure (SMILES)	N#CCC=O
energy relative to the best compared isomer or geometry (same formula, charge and spin)	0.279	eV
HOMO energy	-10.83	eV
F_max	1.2	eV Å⁻¹
charge	0
LUMO energy	0.5	eV
multiplicity	1

```
8
Properties=species:S:1:pos:R:3:forces:R:3
N -0.618 -1.148 -2.184 0.26 0.77 0.79
C -0.512 -0.483 -1.244 -0.22 -0.77 -0.82
C -0.474 0.219 0.036 -0.13 0.04 0.05
C 0.881 0.176 0.734 0.09 0.24 0.27
O 1.227 1.029 1.506 -0.15 -0.40 -0.40
H -0.825 1.252 -0.041 0.10 -0.15 -0.04
H -1.181 -0.328 0.673 0.05 0.15 0.13
H 1.501 -0.717 0.519 -0.01 0.13 0.03
```
Positions in Å, forces in eV/Å.

Here is C5H4 in the gas phase from the Open Molecules 2025 dataset. Energies are from wB97M-V/def2-TZVPD.

Properties
structure (SMILES)	C[C@]12C3=C1[C@@H]32
energy relative to the best compared isomer or geometry (same formula, charge and spin)	2.850	eV
HOMO energy	-8.95	eV
F_max	0.2	eV Å⁻¹
charge	0
LUMO energy	0.8	eV
multiplicity	1

```
9
Properties=species:S:1:pos:R:3:forces:R:3
C 0.642 0.036 -1.104 -0.06 0.01 -0.04
C -0.311 -0.039 0.027 0.06 0.08 -0.06
C -0.752 -1.028 1.581 -0.03 0.07 0.04
C -1.517 -0.716 0.350 0.07 -0.09 -0.09
C -0.376 0.329 1.364 0.05 0.08 0.03
H 0.916 1.078 -1.297 -0.02 -0.14 0.04
H 0.205 -0.399 -2.005 0.05 0.06 0.14
H 1.560 -0.508 -0.855 -0.14 0.06 0.00
H -0.367 1.247 1.938 0.02 -0.13 -0.07
```
Positions in Å, forces in eV/Å.